# 1
Entry from the OMol25 dataset: 2 unconnected molecules or ions with the total composition CH3BrO3 in a non-equilibrium geometry (the ωB97M-V functional and the def2-TZVPD basis).

Geometry as XYZ:
```
8
Properties=species:S:1:pos:R:3
C 0.54476 -1.50253 1.47923
O 0.15740 -0.31885 1.13287
O 0.83596 0.61940 0.63272
O -0.76458 1.97206 -2.52000
Br -2.03584 0.80077 -2.04209
H -0.18032 -2.03237 1.93651
H -0.13180 2.28614 -1.84549
H 1.57442 -1.82463 1.22625
```

Calculated values
Energy above the lowest of the compared OMol25 structures with the same formula, charge and spin ... 6.271 eV
F_max ... 5.6 eV/Å
2S+1 ... 1
Lowest unoccupied orbital energy (alpha / beta) ... -0.572 / -0.574 eV

Calculated atomic charges, method Mulliken, unit e: C -0.1828; O 0.1172; O -0.4906; O -0.4702; Br 0.1053; H 0.2995; H 0.3619; H 0.2597

# 2
Entry from the OMol25 dataset: a molecular structure, C23H23BF2O4 in a non-equilibrium geometry (the ωB97M-V functional and the def2-TZVPD basis).

Geometry as XYZ:
```
53
Properties=species:S:1:pos:R:3
C 7.08041 -0.98380 2.32578
C 5.98154 -0.05668 2.32086
C 5.95561 1.32059 2.34794
C 4.59435 1.68770 2.33021
C 3.85770 0.49605 2.26111
B 2.22966 0.38607 2.03783
O 2.08181 -0.21338 3.38299
C 0.71243 -0.19418 3.55616
C 0.13095 0.60534 2.25748
C -1.33597 0.68826 2.34184
C 0.50970 -0.29365 0.94554
O 1.90776 -0.36572 0.87142
C 0.68744 2.00982 2.20826
O 2.03917 1.85504 1.95185
O 4.70547 -0.56335 2.27339
H 7.99301 -0.39321 2.33222
H 7.05181 -1.61444 3.21480
H 7.06366 -1.62194 1.44162
H 6.80839 1.98828 2.37354
H 4.18572 2.69398 2.30336
H 0.37757 -1.25354 3.60833
H 0.35629 0.33187 4.46925
H -1.75114 1.21076 1.48494
H -0.89357 -1.56489 2.71525
H -1.65553 1.20284 3.25599
H 0.14837 -1.34254 0.99738
H 0.06126 0.17813 0.04676
H 0.21163 2.57003 1.38658
H 0.49296 2.51095 3.17603
F -5.30084 4.79415 3.03219
C -4.72646 3.54629 2.87115
C -4.65697 2.69336 3.97112
C -4.10393 1.38453 3.78652
C -3.85536 1.02699 2.50607
C -1.58650 -0.76627 2.36659
C -2.43275 -1.29786 1.19424
C -3.41688 -2.24376 1.52924
C -4.09384 -2.95543 0.53574
C -3.87688 -2.55794 -0.78474
F -4.37296 -3.34236 -1.79541
C -3.10612 -1.44446 -1.13219
C -2.42666 -0.76259 -0.11064
C -3.93904 1.81175 1.39345
C -4.40076 3.14654 1.58115
H -4.98451 3.02875 4.95254
H -3.91535 0.73511 4.64267
H -2.33226 -0.81948 3.18610
H -3.68618 -2.43643 2.57592
H -4.68331 -3.84419 0.76919
H -2.95156 -1.15934 -2.17385
H -1.93743 0.19114 -0.35600
H -3.64034 1.47689 0.40644
H -4.47420 3.82286 0.73114
```

Calculated values
Energy above the lowest of the compared OMol25 structures with the same formula, charge and spin ... 9.103 eV
F_max ... 7.2 eV/Å
2S+1 ... 1
Lowest unoccupied orbital energy ... -4.522 eV

Calculated atomic charges, method Mulliken, unit e: C -1.1986; C 0.5540; C -0.8146; C -0.3218; C 0.6571; B 0.4277; O -0.4711; C -0.5538; C 0.2885; C -0.8906; C -0.3377; O -0.5099; C -0.7618; O -0.3736; O -0.3965; H 0.3289; H 0.2956; H 0.2970; H 0.3962; H 0.5226; H 0.3254; H 0.3041; H 0.1589; H 0.5565; H 0.5447; H 0.1931; H 0.1188; H 0.3722; H 0.3306; F -0.3071; C 0.2640; C -0.4823; C -0.5292; C 0.5599; C -1.1008; C 0.4468; C -0.5170; C -0.8274; C 0.5100; F -0.3335; C -1.0667; C 0.1650; C -0.0959; C -0.7660; H 0.4168; H 0.4551; H 0.5013; H 0.3461; H 0.4223; H 0.4206; H 0.5957; H 0.4457; H 0.4349

# 3
Entry from the OMol25 dataset: a molecular structure, C28H23AuF5O2S2Se in a non-equilibrium geometry (the ωB97M-V functional and the def2-TZVPD basis).

Geometry as XYZ:
```
62
Properties=species:S:1:pos:R:3
Au -0.85379 -0.61062 -0.56128
O 1.27066 -0.91661 -0.94492
S 2.54932 -1.48287 -0.34912
C 2.94358 -0.57181 1.15330
C 2.82152 0.94631 1.13734
C 1.37129 1.37399 1.35468
C 0.85346 1.03975 2.75462
S -0.58127 -0.09418 2.62120
O -0.14779 -1.14636 1.60138
C -0.43839 -0.88215 4.20698
C -1.09746 -0.30498 5.28207
C -0.96370 -0.88272 6.53577
C -0.19532 -2.02786 6.69272
C 0.43753 -2.60725 5.60018
C 0.31988 -2.03479 4.34326
C 3.81438 -0.86486 -1.43972
C 5.13193 -1.23042 -1.19201
C 6.12241 -0.77786 -2.04708
C 5.78901 0.01352 -3.14012
C 4.46706 0.35318 -3.38240
C 3.46317 -0.08826 -2.52986
H 3.95308 -0.90981 1.39773
H 2.25951 -1.01768 1.87769
H 3.19096 1.36865 0.20051
H 3.46972 1.32873 1.92933
H 0.77908 0.81765 0.63342
H 1.23071 2.42812 1.11948
H 0.51226 1.92177 3.29632
H 1.58831 0.52504 3.37453
H -1.71173 0.57687 5.14346
H -1.47048 -0.44667 7.38557
H -0.09867 -2.47956 7.67067
H 1.01725 -3.51150 5.72674
H 0.77710 -2.48614 3.47248
H 5.38627 -1.86952 -0.35449
H 7.15339 -1.04889 -1.86545
H 6.56522 0.35703 -3.81038
H 4.21033 0.96082 -4.23949
H 2.42599 0.16265 -2.70397
F -2.55562 2.28185 -0.24329
C -2.05267 2.07196 -1.46402
C -1.37002 0.91440 -1.79030
C -0.82336 0.82931 -3.06291
F -0.15543 -0.26992 -3.43445
C -0.95530 1.84506 -3.99180
F -0.42530 1.72498 -5.20400
C -1.65222 2.99140 -3.64657
F -1.78945 3.97666 -4.52043
C -2.19750 3.10287 -2.38014
F -2.84917 4.20914 -2.03411
Se -3.06713 -0.70611 0.28784
C -4.24991 -0.65158 -1.20252
C -5.08466 0.45109 -1.35827
C -5.99239 0.47629 -2.40617
C -6.07041 -0.59709 -3.28279
C -5.24492 -1.70201 -3.11610
C -4.33201 -1.73388 -2.07471
H -5.02445 1.27819 -0.66304
H -6.64106 1.33228 -2.53553
H -6.78307 -0.57613 -4.09644
H -5.31599 -2.54053 -3.79562
H -3.68372 -2.58895 -1.93576
```

Calculated values
Energy above the lowest of the compared OMol25 structures with the same formula, charge and spin ... 0.000 eV
F_max ... 1.1 eV/Å
Charge ... +1
2S+1 ... 1
Lowest unoccupied orbital energy ... -4.580 eV

Calculated atomic charges, method Mulliken, unit e: Au 0.4621; O -0.5037; S -0.0350; C -0.1166; C -1.2766; C 0.4098; C -0.9391; S 0.4106; O -0.5991; C 0.4760; C -0.3967; C -0.6171; C -0.4454; C -0.7548; C -0.2623; C 0.5618; C -0.5777; C -0.6021; C -0.4918; C -0.5929; C -0.3129; H 0.7196; H -0.1965; H 0.4571; H 0.3853; H -0.5633; H 0.5938; H 0.5630; H 0.5615; H 0.4300; H 0.4008; H 0.4041; H 0.4052; H 0.4025; H 0.4051; H 0.4028; H 0.3915; H 0.4384; H 0.4518; F -0.3602; C 0.7741; C -0.5575; C 0.4771; F -0.3398; C 0.3215; F -0.2883; C 0.6815; F -0.2803; C 0.3962; F -0.3056; Se 0.0112; C 0.1310; C -0.2162; C -0.6682; C -0.4170; C -0.6180; C -0.2927; H 0.4567; H 0.4132; H 0.4010; H 0.3983; H 0.4328

# 4
Entry from the OMol25 dataset: a gas-phase ion, C16H16NO5 (charge -1) in a non-equilibrium geometry (the ωB97M-V functional and the def2-TZVPD basis).

Geometry as XYZ:
```
38
Properties=species:S:1:pos:R:3
C 1.81119 1.20042 2.89698
C 0.64583 1.40144 2.13384
C 0.13935 2.74545 2.63171
O -0.95609 3.24229 2.56018
O 1.17171 3.36101 3.36854
C 2.24649 2.45595 3.45380
O 3.31764 2.77279 3.94412
H 2.36630 0.29133 3.07916
H -0.06807 0.57055 2.01996
C -4.03038 0.17116 -1.53100
C -3.18811 1.37403 -1.17765
O -1.93849 0.90837 -0.57427
C -1.08370 1.90373 -0.22156
C 0.28343 1.41997 0.36309
C 1.35364 2.39561 -0.12310
N 0.41043 0.09801 -0.14992
C 1.35675 -0.75165 -0.13368
C 1.16512 -2.10075 -0.67643
C 2.21531 -3.05446 -0.75637
C 1.97544 -4.30107 -1.35362
C 0.68146 -4.63966 -1.80114
C -0.37017 -3.72949 -1.62614
C -0.13608 -2.48996 -1.03868
O -1.27002 3.06969 -0.52751
H -4.89657 0.49868 -2.12650
H -3.47238 -0.55326 -2.14144
H -4.42881 -0.33591 -0.63860
H -3.00004 1.93533 -2.10405
H -3.69260 2.00836 -0.44295
H 1.29075 3.41294 0.33107
H 2.35692 1.97728 0.05939
H 1.22267 2.50138 -1.22056
H 2.35094 -0.50372 0.29090
H 3.19745 -2.81784 -0.31716
H 2.79476 -5.02853 -1.45839
H 0.50195 -5.62310 -2.24688
H -1.37754 -3.98497 -1.93140
H -0.94649 -1.80138 -0.81377
```

Calculated values
Structure (SMILES) ... CCOC(=O)[C@](C)(/N=C/c1ccccc1)[C@H]1C=C([O-])OC1=O
Energy above the lowest of the compared OMol25 structures with the same formula, charge and spin ... 0.658 eV
F_max ... 3.8 eV/Å
Charge ... -1
2S+1 ... 1
Lowest unoccupied orbital energy ... 2.774 eV

Calculated atomic charges, method Mulliken, unit e: C -0.7404; C 0.6220; C 0.1479; O -0.5818; O -0.3742; C 0.3876; O -0.7090; H 0.4164; H 0.3133; C -1.1560; C -0.1871; O -0.1735; C -0.0813; C 1.1265; C -1.7251; N -0.3356; C -0.4679; C 0.6412; C -0.4761; C -0.4364; C -0.3557; C -0.4760; C -0.3949; O -0.6374; H 0.3946; H 0.2599; H 0.2854; H 0.2707; H 0.2872; H 0.2983; H 0.3908; H 0.4440; H 0.2332; H 0.3504; H 0.3266; H 0.3287; H 0.3636; H 0.4201

Calculated total energy for every record listed, in sequence, given in a.u.: -2839.3805 -1415.4502 -5063.7500 -1050.2510.